Entry 1:
The following is a quantum chemistry calculation of an isolated ion of composition C4H13N2S and charge +1 at a distorted geometry, from the OMol25 dataset.

Its maximum force is 2.54 eV Å⁻¹. Its HOMO energy is -12.64 eV. As for the charge: +1. For the molecular weight, the calculation gives 121.2 g/mol. The spin multiplicity is 1. As for the LUMO energy: -3.45 eV. The SMILES is CNC[C@H]([NH3+])CS.

The geometry in XYZ format:
```
20
Properties=species:S:1:pos:R:3:forces:R:3:nbo_charge:R:1
C 1.9597 -0.1336 -2.2811 0.41 1.49 1.50 -0.400
N 0.8628 -0.2828 -1.3058 -0.95 -1.90 -0.97 -0.650
C 0.7981 0.0504 0.0866 1.14 1.47 -1.29 -0.227
C -0.6276 0.6031 0.3452 1.96 -1.19 1.09 -0.054
N -0.5280 0.9680 1.8328 -1.72 0.68 0.03 -0.707
C -1.6480 -0.5203 0.0831 0.12 -0.09 0.76 -0.562
S -2.8712 -0.7816 1.3846 -0.69 0.22 0.36 0.020
H 2.9349 -0.2809 -1.8116 0.13 -0.40 -0.24 0.187
H 1.7813 -0.8058 -3.1048 0.07 -0.18 -0.09 0.224
H 1.9713 0.8936 -2.6485 -0.05 -0.05 -0.21 0.198
H 0.5349 -1.2267 -1.4665 -0.34 0.13 0.28 0.364
H 1.1163 -0.6978 0.8305 -0.38 -0.41 -0.19 0.175
H 1.5302 0.8602 0.2146 -0.20 0.14 0.26 0.212
H -0.6705 1.5241 -0.2170 -0.74 0.08 -0.09 0.247
H -0.4519 1.9808 1.9221 0.80 -0.07 0.20 0.449
H -1.4093 0.7767 2.3433 -0.23 -0.35 -0.45 0.447
H 0.1776 0.4281 2.3284 0.45 0.35 -0.09 0.437
H -1.1098 -1.4618 0.0403 0.07 -0.03 -0.39 0.237
H -2.2086 -0.3874 -0.8321 0.07 0.15 -0.16 0.277
H -2.1423 -1.5063 2.2558 0.07 -0.03 -0.28 0.127
```
Positions in Å, forces in eV/Å.

Entry 2:
The following is a quantum chemistry calculation of an isolated ion of composition C4H13N2S and charge +1 at a distorted geometry, from the OMol25 dataset.

Its maximum force is 1.48 eV Å⁻¹. Its HOMO energy is -12.02 eV. As for the charge: +1. For the molecular weight, the calculation gives 121.2 g/mol. The spin multiplicity is 1. As for the LUMO energy: -3.36 eV. The SMILES is [NH3+]CCNCCS.

The geometry in XYZ format:
```
20
Properties=species:S:1:pos:R:3:forces:R:3:nbo_charge:R:1
N -0.7974 -1.5819 1.8312 -0.12 -0.12 -0.72 -0.719
C 0.2412 -1.9555 0.7865 0.13 0.72 1.27 -0.230
C -0.0655 -1.1302 -0.4641 -0.14 -0.26 -0.90 -0.263
N -0.7264 0.1023 -0.0850 -0.13 0.87 0.59 -0.657
C 0.0711 1.3427 -0.1414 0.32 0.14 -0.49 -0.227
C 0.4364 1.7249 -1.5959 0.26 -0.81 1.22 -0.547
S 1.2113 3.3489 -1.6867 -0.03 0.37 -0.22 0.016
H -0.4515 -1.5387 2.7886 0.00 -0.07 -0.15 0.441
H -1.5857 -2.2277 1.7724 -0.04 0.20 0.26 0.431
H -1.0809 -0.6101 1.4359 0.03 -0.23 0.16 0.461
H 1.1746 -1.5774 1.2034 0.13 -0.44 -0.01 0.222
H 0.2429 -3.0325 0.6858 0.22 -0.04 -0.27 0.242
H 0.8675 -0.9573 -0.9991 0.12 0.09 0.14 0.231
H -0.6633 -1.6938 -1.1777 -0.29 -0.04 0.14 0.229
H -1.5881 0.2781 -0.5664 -0.35 -0.32 -0.37 0.397
H 0.9306 1.1904 0.5137 0.29 0.14 -0.26 0.194
H -0.4600 2.2102 0.2547 -0.40 -0.40 0.28 0.227
H 1.1044 0.9626 -1.9967 -0.03 0.10 -0.25 0.208
H -0.5048 1.7011 -2.1416 0.10 0.31 -0.31 0.222
H 1.6435 3.4439 -0.4177 -0.06 -0.21 -0.07 0.121
```
Positions in Å, forces in eV/Å.

Entry 3:
The following is a quantum chemistry calculation of an isolated ion of composition C4H13N2S and charge +2 at a distorted geometry, from the OMol25 dataset.

Its maximum force is 2.24 eV Å⁻¹. Its expectation value of S² is 0.753. Its HOMO energy (alpha / beta) is -17.51 / -17.50 eV. As for the charge: +2. For the molecular weight, the calculation gives 121.2 g/mol. The spin multiplicity is 2. As for the LUMO energy (alpha / beta): -7.99 / -12.71 eV.

The geometry in XYZ format:
```
20
Properties=species:S:1:pos:R:3:forces:R:3:nbo_charge:R:1
N 1.3103 0.7194 1.0700 -0.18 -0.23 0.21 -0.696
C 0.3400 1.0789 -0.0568 -0.53 -0.02 0.13 -0.038
C -0.5530 -0.1042 -0.5141 1.04 -1.40 0.37 -0.435
C -0.9694 -1.0662 0.6417 0.40 -0.29 -0.83 -0.558
S -1.9171 -2.5546 0.0247 0.08 1.17 0.24 0.784
C 1.1833 1.7062 -1.1511 -1.13 1.38 -1.35 -0.279
N 1.9445 2.7821 -0.5281 1.82 -0.03 -0.22 -0.870
H 0.7909 0.2722 1.8171 0.13 0.24 0.56 0.430
H 1.7348 1.6029 1.3930 -0.22 0.17 -0.08 0.489
H 2.1095 0.1053 0.8776 -0.21 -0.03 -0.59 0.445
H -0.2835 1.8664 0.3994 0.29 -0.26 -0.13 0.249
H 0.0815 -0.7029 -1.1876 -0.50 0.21 -0.21 0.234
H -1.4820 0.1847 -0.9987 0.31 0.59 -0.31 0.273
H -1.5264 -0.4918 1.3822 -0.43 -0.49 0.28 0.294
H -0.1306 -1.6166 1.0658 0.15 0.59 0.37 0.235
H -1.1907 -3.3479 0.8254 -0.19 -0.57 0.06 0.164
H 1.6678 0.9984 -1.8395 0.51 -0.11 0.73 0.226
H 0.5064 2.2142 -1.8581 -0.26 -0.38 0.31 0.252
H 2.9529 2.6390 -0.6146 -0.06 -0.62 0.43 0.387
H 1.9413 3.6528 -1.0522 -1.01 0.08 0.02 0.413
```
Positions in Å, forces in eV/Å.

Entry 4:
The following is a quantum chemistry calculation of an isolated ion of composition C4H13N2Si and charge +1 at a distorted geometry, from the OMol25 dataset.

Its maximum force is 4.40 eV Å⁻¹. Its HOMO energy is -14.11 eV. As for the charge: +1. For the molecular weight, the calculation gives 117.2 g/mol. The spin multiplicity is 1. As for the LUMO energy: -3.90 eV. The SMILES is C[Si](C)(C)/[NH+]=C/N.

The geometry in XYZ format:
```
20
Properties=species:S:1:pos:R:3:forces:R:3:nbo_charge:R:1
C -1.5273 -1.3208 -0.4151 2.21 0.19 3.80 -1.077
Si 0.2840 -0.6915 -0.0316 -1.20 -1.71 -0.52 1.645
C 1.1648 -1.8101 1.3158 -2.56 -0.51 -0.98 -1.088
C 1.3866 -0.5216 -1.6129 -1.09 1.20 1.36 -1.099
N -0.1569 0.9742 0.6511 1.65 0.83 -1.42 -0.852
C -0.4446 2.0436 -0.0861 -2.05 -1.32 0.86 0.397
N -0.9788 3.0922 0.5527 1.03 1.26 -0.14 -0.727
H -2.0608 -0.9266 -1.1752 -1.25 1.33 -2.99 0.237
H -1.4582 -2.3655 -0.4897 0.05 -1.60 -0.55 0.246
H -2.2141 -1.1900 0.4445 0.62 0.14 0.05 0.245
H 1.3851 -2.7625 0.7532 -0.08 0.93 0.47 0.265
H 2.0956 -1.3228 1.5488 0.31 -0.10 0.78 0.249
H 0.4273 -2.1360 2.1664 1.75 1.00 -1.30 0.270
H 2.2312 0.1060 -1.2292 -0.02 -1.09 -0.84 0.249
H 1.5422 -1.5011 -2.0807 0.66 0.25 0.51 0.278
H 0.8815 0.0652 -2.3914 -0.01 0.04 0.23 0.243
H -0.0013 1.1850 1.6276 -0.24 -0.25 0.26 0.416
H -0.5518 1.8981 -1.2024 0.33 0.60 1.38 0.245
H -1.2492 3.9763 0.0933 0.38 -0.98 0.10 0.441
H -0.7553 3.2080 1.5610 -0.49 -0.21 -1.06 0.418
```
Positions in Å, forces in eV/Å.

Entry 5:
The following is a quantum chemistry calculation of an isolated molecule of C4H13N3 at a distorted geometry, from the OMol25 dataset.

Its maximum force is 1.57 eV Å⁻¹. Its HOMO energy is -7.51 eV. As for the charge: 0. For the molecular weight, the calculation gives 103.2 g/mol. The spin multiplicity is 1. As for the LUMO energy: 1.02 eV. The SMILES is CN[C@H](N)N(C)C.

The geometry in XYZ format:
```
20
Properties=species:S:1:pos:R:3:forces:R:3:nbo_charge:R:1
C -2.3424 -0.7129 0.4479 0.68 -0.11 -0.58 -0.404
N -1.1120 -0.9790 -0.2884 -0.71 -0.04 -0.06 -0.682
C 0.1964 -0.7259 0.2512 0.39 0.30 -0.55 0.297
N 0.1573 -0.4753 1.6551 -0.60 0.20 1.44 -0.901
N 0.8555 0.3763 -0.4169 0.62 0.38 -0.55 -0.494
C 2.2839 0.2668 -0.7391 -1.15 -0.08 0.29 -0.398
C 0.1260 1.5863 -0.8090 0.42 -0.87 0.51 -0.405
H -2.5041 -1.5079 1.1798 -0.36 0.20 0.24 0.169
H -3.1747 -0.7031 -0.2608 0.06 -0.03 0.13 0.198
H -2.2874 0.2629 0.9371 -0.18 -0.17 0.09 0.196
H -1.1713 -1.3084 -1.2458 0.10 0.17 0.56 0.381
H 0.7875 -1.6341 0.0943 0.37 0.02 -0.45 0.141
H 0.6404 0.3142 2.0646 -0.16 -0.40 -0.50 0.391
H -0.2101 -1.1606 2.3091 0.27 0.27 -0.45 0.375
H 2.3964 -0.3026 -1.6650 0.44 -0.03 -0.10 0.174
H 2.8053 -0.2422 0.0769 0.10 0.04 -0.14 0.194
H 2.7185 1.2630 -0.8619 -0.03 -0.18 0.02 0.197
H 0.6866 2.1301 -1.5750 -0.03 -0.11 0.15 0.196
H -0.8515 1.3289 -1.2241 0.01 0.05 0.09 0.201
H -0.0003 2.2234 0.0700 -0.25 0.38 -0.15 0.174
```
Positions in Å, forces in eV/Å.

Entry 6:
The following is a quantum chemistry calculation of a 2-piece molecular cluster, C4H13N3 overall at a distorted geometry, from the OMol25 dataset.

Its maximum force is 2.19 eV Å⁻¹. Its HOMO energy is -8.55 eV. As for the charge: 0. For the molecular weight, the calculation gives 103.2 g/mol. The spin multiplicity is 1. As for the LUMO energy: 0.51 eV. The SMILES is [H]/N=N/[H].CNC(C)C.

The geometry in XYZ format:
```
20
Properties=species:S:1:pos:R:3:forces:R:3:nbo_charge:R:1
H 3.3900 -0.4617 -0.2696 -0.27 0.26 0.04 0.329
N 2.5536 -1.0012 -0.5255 -0.27 0.11 -1.97 -0.397
N 2.0134 -0.4198 -1.5583 1.12 -0.93 0.94 -0.436
H 1.3136 -1.0680 -1.9425 -0.04 0.05 0.34 0.316
C 1.0210 0.4040 1.0789 1.49 -1.05 -0.62 -0.363
N 0.3817 0.8673 -0.0643 0.14 0.02 -1.05 -0.589
C -0.9670 0.3585 -0.3574 -0.09 0.04 0.17 -0.046
C -1.9898 1.1559 0.4556 0.10 -0.11 -0.20 -0.610
C -1.1589 -1.1491 -0.1466 0.03 0.21 -0.07 -0.629
H 0.3736 0.0183 1.8611 0.03 -0.17 -0.05 0.203
H 1.7520 1.1114 1.4677 -0.10 0.11 0.15 0.195
H 1.8019 -0.5508 0.6473 -1.44 1.04 1.27 0.204
H 1.0269 0.6876 -0.9169 -0.64 0.54 0.86 0.382
H -1.1306 0.5793 -1.4171 0.00 -0.01 0.05 0.192
H -1.8473 2.2236 0.2979 0.00 0.01 -0.01 0.220
H -3.0028 0.8871 0.1568 -0.06 -0.01 0.04 0.207
H -1.8821 0.9494 1.5208 0.01 -0.02 0.06 0.200
H -2.1344 -1.4521 -0.5260 -0.04 -0.03 0.01 0.215
H -1.1170 -1.4139 0.9097 0.01 -0.02 0.03 0.205
H -0.3979 -1.7257 -0.6719 0.04 -0.05 0.00 0.203
```
Positions in Å, forces in eV/Å.

Entry 7:
The following is a quantum chemistry calculation of an isolated molecule of C4H13N3 at a distorted geometry, from the OMol25 dataset.

Its maximum force is 2.18 eV Å⁻¹. Its HOMO energy is -8.50 eV. As for the charge: 0. For the molecular weight, the calculation gives 103.2 g/mol. The spin multiplicity is 1. As for the LUMO energy: 1.09 eV. The SMILES is NCCNCCN.

The geometry in XYZ format:
```
20
Properties=species:S:1:pos:R:3:forces:R:3:nbo_charge:R:1
N 1.5748 1.3020 -1.9647 -0.12 -0.62 -0.23 -0.845
C 2.1881 0.4705 -0.9298 -0.71 -0.38 -0.72 -0.225
C 1.3025 -0.7188 -0.5793 0.59 -0.18 2.09 -0.219
N 0.3851 -0.3598 0.5248 1.14 0.49 -0.49 -0.634
C -0.8056 -1.1513 0.6557 -0.22 0.19 0.02 -0.220
C -1.8415 -0.3886 1.4580 -0.39 0.07 -0.08 -0.223
N -2.1868 0.8989 0.8050 -0.32 -0.57 0.32 -0.836
H 2.0149 2.1960 -2.1026 0.04 0.16 0.19 0.360
H 0.5964 1.4230 -1.7491 -0.10 0.32 -0.09 0.351
H 3.1383 0.0735 -1.2696 0.25 0.23 -0.14 0.190
H 2.3163 1.0081 -0.0080 0.46 0.28 0.64 0.175
H 1.9797 -1.5045 -0.2270 -0.10 -0.11 0.09 0.180
H 0.7424 -1.1614 -1.3605 -0.47 -0.13 -1.49 0.174
H 0.1873 0.6228 0.3830 -0.65 -0.04 0.31 0.364
H -0.5920 -2.0630 1.2191 0.10 -0.17 -0.19 0.190
H -1.2075 -1.4390 -0.3319 -0.14 -0.06 0.09 0.152
H -1.4459 -0.2099 2.4561 0.15 0.27 0.00 0.194
H -2.7386 -1.0036 1.6074 0.13 -0.16 -0.11 0.170
H -2.7512 0.6476 -0.0033 0.15 0.17 -0.17 0.346
H -2.8567 1.3577 1.4168 0.19 0.24 -0.03 0.355
```
Positions in Å, forces in eV/Å.

Entry 8:
The following is a quantum chemistry calculation of an isolated ion of composition C4H13N3 and charge +1 at a distorted geometry, from the OMol25 dataset.

Its maximum force is 3.36 eV Å⁻¹. Its expectation value of S² is 0.754. Its HOMO energy (alpha / beta) is -13.52 / -13.42 eV. As for the charge: +1. For the molecular weight, the calculation gives 103.2 g/mol. The spin multiplicity is 2. As for the LUMO energy (alpha / beta): -3.07 / -7.69 eV.

The geometry in XYZ format:
```
20
Properties=species:S:1:pos:R:3:forces:R:3:nbo_charge:R:1
C -0.3281 1.5714 -0.3865 1.22 -0.58 0.36 -0.285
N -0.0785 0.3239 -1.0750 -3.13 -0.56 -1.10 -0.076
C -0.5680 -0.9462 -0.5526 1.08 -0.14 2.09 -0.311
C 0.4241 -2.1419 -0.7307 -0.79 0.93 -0.71 -0.213
N 1.7701 -1.6635 -0.5522 0.26 0.44 0.07 -0.861
C 0.0219 1.4834 1.0914 1.10 1.16 0.23 -0.260
N -1.0613 1.2519 2.0282 -0.94 0.27 -0.84 -0.816
H 0.3398 2.3017 -0.8606 -0.28 0.05 -0.09 0.267
H -1.3623 1.8775 -0.6044 -0.03 -0.06 -0.05 0.269
H -0.3512 0.3775 -2.0648 1.14 0.21 -0.14 0.403
H -0.6335 -0.8073 0.5222 0.09 0.17 0.24 0.239
H -1.6131 -1.1315 -0.8148 0.05 0.11 -0.88 0.262
H 0.2262 -2.6148 -1.6990 0.21 -0.27 0.25 0.200
H 0.1382 -2.7694 0.1005 0.06 -0.64 -0.14 0.229
H 2.2966 -1.5028 -1.4012 -0.12 -0.25 0.09 0.383
H 2.3170 -2.1982 0.1032 0.03 -0.08 -0.08 0.396
H 0.8315 0.7665 1.2283 -0.11 -0.44 -0.14 0.217
H 0.5713 2.4262 1.2374 -0.42 0.07 0.45 0.212
H -1.9370 1.5474 1.5861 0.18 -0.27 0.27 0.355
H -1.0038 1.8482 2.8444 0.36 -0.15 0.12 0.390
```
Positions in Å, forces in eV/Å.